Record 1
This record from OMol25 describes a 3-piece molecular cluster, C3H6FN overall in a non-equilibrium geometry. The level of theory is ωB97M-V/def2-TZVPD.

Computed properties:
Molecular weight   75.1 g/mol
Frontier orbital gap   0.3381 hartree
ΔE to the lowest compared entry with this formula, charge and spin   179.7 kcal/mol
E_HOMO   -9.83 eV

CARTESIAN COORDINATES (ANGSTROEM)
1 C 0.6303 -0.1322 -0.3088
2 C -0.7205 0.2584 0.4602
3 C -1.5832 1.0100 0.0104
4 H 1.2505 -1.7140 -1.3047
5 H 2.2806 -1.5178 1.2717
6 H 0.1427 -0.0775 -1.3763
7 H 1.4926 0.5615 0.0568
8 H -0.8609 -0.2371 1.3594
9 H -2.4138 1.4688 0.4283
10 N 1.0201 -1.6565 0.1993
11 F -1.2386 2.0365 -0.7965


Record 2
This record from OMol25 describes an isolated molecule of C2H4N2O2 in a non-equilibrium geometry. The level of theory is ωB97M-V/def2-TZVPD.

Computed properties:
Molecular weight   88.1 g/mol
Frontier orbital gap   0.3951 hartree
ΔE to the lowest compared entry with this formula, charge and spin   11.6 kcal/mol
SMILES string   NC(=O)NC=O
E_HOMO   -10.17 eV

CARTESIAN COORDINATES (ANGSTROEM)
1 N -0.9514 -0.5858 1.4606
2 C 0.0325 -0.3117 0.5754
3 O 1.1513 -0.7117 0.8634
4 N -0.2056 0.3830 -0.6031
5 C 0.8781 0.6283 -1.4445
6 O 0.7849 1.2428 -2.4780
7 H -1.9515 -0.4695 1.3795
8 H -0.4390 -1.1441 2.1408
9 H -1.1042 0.7696 -0.8603
10 H 1.8050 0.1991 -1.0340


Record 3
This record from OMol25 describes C6H8BrClIN3O3 as an isolated structure in a non-equilibrium geometry. The level of theory is ωB97M-V/def2-TZVPD.

Computed properties:
Molecular weight   412.4 g/mol
Frontier orbital gap (spin up / spin down)   0.1720 / 0.3281 hartree
ΔE to the lowest compared entry with this formula, charge and spin   8.6 kcal/mol
2S+1   3
E_HOMO (spin up / spin down)   -5.16 / -10.23 eV

CARTESIAN COORDINATES (ANGSTROEM)
1 C -1.0434 1.4981 0.4631
2 C 2.2050 -1.0462 0.8807
3 C -1.7712 -0.2428 -2.9031
4 C -2.3335 2.2336 0.2003
5 C 3.5305 -0.3641 0.9293
6 C -0.1550 -0.7800 0.6725
7 N -1.4869 -1.4025 -2.9160
8 N -1.1717 0.2004 0.3938
9 N 1.0755 -0.4234 0.8404
10 O 0.0298 2.1347 0.7235
11 O 2.4350 -2.4879 0.6707
12 O -1.9049 0.9077 -2.7578
13 Cl -3.5122 1.8441 1.6023
14 Br 4.4817 -0.3807 -0.8068
15 I -1.1682 -2.6278 0.3754
16 H -2.9630 1.8565 -0.7297
17 H -2.2514 3.3889 0.2876
18 H 4.2332 -0.9178 1.5814
19 H 3.4029 0.7169 1.1876
20 H 1.7058 -2.8539 1.1675
21 H -2.0491 -2.3240 -3.1391
22 H -2.0845 -0.3959 0.3124
23 H 0.7956 1.4662 0.9640


Record 4
This record from OMol25 describes a 2-piece molecular cluster, C2H2IN3OS overall in a non-equilibrium geometry. The level of theory is ωB97M-V/def2-TZVPD.

Computed properties:
Molecular weight   243.0 g/mol
Frontier orbital gap   0.2737 hartree
ΔE to the lowest compared entry with this formula, charge and spin   55.4 kcal/mol
SMILES string   [H]/N=C1\SN1I.N=C=O
E_HOMO   -8.93 eV

CARTESIAN COORDINATES (ANGSTROEM)
1 H -0.7439 -2.3525 -1.5143
2 N -0.1078 -1.6384 -1.0715
3 C -0.1115 -1.5713 0.1849
4 S -0.2900 -2.2279 1.7476
5 N 0.2959 -0.6819 1.1355
6 I 2.3200 0.0642 1.1989
7 N -0.0945 2.1752 -1.0353
8 C -0.5199 1.8876 0.0287
9 O -0.9992 1.4340 0.9664
10 H 0.2511 2.9111 -1.6410